Here is 2 unconnected molecules or ions with the total composition C5H17N3O from the Open Molecules 2025 dataset. Energies are from the ωB97M-V functional and the def2-TZVPD basis.

Properties
Calculated total energy ... -11977.0464 eV
E_LUMO ... 0.993 eV
Max |F| ... 0.083 Eh/bohr
HOMO energy ... -8.3 eV
Total charge ... 0
Orbital gap ... 9.26 eV
SMILES ... C[C@@H](N)CN.C[C@@H](N)O
Relative energy (zero: lowest compared OMol25 entry of this formula, charge and spin) ... 44.5 kcal/mol

Last column: Löwdin charge in e.
CARTESIAN COORDINATES (ANGSTROEM)
O: 0.46 1.16 0.60  -0.140
N: 2.18 2.17 1.87  0.053
N: -1.67 -0.45 1.07  0.017
N: 0.29 -1.83 -0.80  -0.014
C: 1.81 1.06 1.02  -0.550
C: -1.95 -0.30 -0.29  -0.394
C: -0.47 -0.71 -1.32  -0.230
C: -3.11 -1.15 -0.76  -0.086
C: 2.76 0.97 -0.16  -0.049
H: 2.65 1.84 -0.81  0.084
H: -2.87 -2.21 -0.64  0.074
H: -1.01 -1.08 -2.19  0.083
H: 1.53 2.25 2.64  0.073
H: 3.79 0.93 0.19  0.080
H: 0.66 -1.61 0.12  0.049
H: -0.92 0.18 1.35  0.056
H: -3.34 -0.96 -1.80  0.072
H: 1.91 0.15 1.64  0.136
H: 2.11 3.04 1.34  0.077
H: -1.50 -1.41 1.34  0.077
H: 0.28 0.76 -0.41  0.117
H: 0.20 -0.03 -1.87  0.085
H: 2.57 0.07 -0.75  0.066
H: -2.09 0.76 -0.52  0.120
H: -3.99 -0.94 -0.15  0.078
H: -0.28 -2.66 -0.71  0.063


Here is a molecular structure, C5H17N3O3Rb from the Open Molecules 2025 dataset. Energies are from the ωB97M-V functional and the def2-TZVPD basis.

Properties
Calculated total energy ... -16725.3117 eV
E_LUMO ... -2.936 eV
Max |F| ... 0.034 Eh/bohr
HOMO energy ... -12.2 eV
Total charge ... +1
Orbital gap ... 9.25 eV
Relative energy (zero: lowest compared OMol25 entry of this formula, charge and spin) ... 1.1 kcal/mol

Last column: Löwdin charge in e.
CARTESIAN COORDINATES (ANGSTROEM)
Rb: -23.31 -9.64 -14.03  0.969
O: -22.79 -9.80 -11.20  -0.135
O: -21.35 -9.41 -16.28  -0.131
O: -23.68 -3.82 -15.19  -0.192
N: -23.27 -6.59 -15.60  0.015
N: -23.40 -10.97 -9.37  0.162
N: -21.18 -10.87 -9.96  0.179
C: -23.60 -2.40 -15.38  -0.085
C: -22.50 -5.79 -14.62  -0.418
C: -22.37 -4.36 -15.06  -0.229
C: -21.17 -6.50 -14.41  -0.061
C: -22.44 -10.51 -10.24  -0.662
H: -20.64 -6.67 -15.35  0.080
H: -22.87 -6.65 -16.53  0.075
H: -23.25 -11.76 -8.77  0.103
H: -24.59 -1.99 -15.19  0.091
H: -21.15 -8.86 -17.05  0.053
H: -22.87 -1.91 -14.75  0.089
H: -20.92 -11.46 -9.20  0.111
H: -20.53 -9.87 -16.09  0.054
H: -23.15 -5.82 -13.74  0.146
H: -20.52 -5.92 -13.75  0.088
H: -23.44 -2.25 -16.46  0.093
H: -24.31 -10.75 -9.73  0.110
H: -21.79 -4.17 -15.97  0.138
H: -21.26 -7.49 -13.96  0.038
H: -20.47 -10.49 -10.58  0.117
H: -21.80 -3.77 -14.34  0.126
H: -24.14 -6.07 -15.76  0.074


Here is 4 unconnected molecules or ions with the total composition C5H17NO5 from the Open Molecules 2025 dataset. Energies are from the ωB97M-V functional and the def2-TZVPD basis.

Properties
Calculated total energy ... -17186.5463 eV
E_LUMO ... 0.089 eV
Max |F| ... 0.156 Eh/bohr
HOMO energy ... -10.1 eV
Total charge ... 0
Orbital gap ... 10.23 eV
SMILES ... CC(C)CNC(=O)O.O.O.O
Relative energy (zero: lowest compared OMol25 entry of this formula, charge and spin) ... 65.0 kcal/mol

Last column: Löwdin charge in e.
CARTESIAN COORDINATES (ANGSTROEM)
O: -0.94 -0.58 2.10  -0.070
O: 2.00 -0.15 2.88  -0.078
O: 1.91 -0.98 0.52  0.089
O: -1.53 -3.50 -0.64  -0.160
O: 1.03 -2.61 -0.65  0.110
N: 0.81 -0.62 -1.39  0.088
C: -0.20 1.51 -0.23  -0.387
C: 1.39 -1.42 -0.47  -0.696
C: -0.26 2.98 -0.51  -0.089
C: 0.68 0.85 -1.34  -0.163
C: -1.63 0.87 -0.31  -0.073
H: -1.80 -0.04 0.26  0.028
H: 0.33 -1.06 -2.26  0.194
H: 1.77 1.37 -1.48  0.174
H: -0.14 3.30 -1.56  0.080
H: -1.86 0.97 -1.44  0.112
H: 1.75 -3.31 -0.54  0.206
H: -1.36 -1.46 1.91  0.076
H: 1.61 -0.39 1.98  -0.004
H: -1.25 3.43 -0.34  0.088
H: 1.31 0.29 3.33  -0.021
H: 0.24 1.31 0.69  0.086
H: -0.34 -0.61 2.86  0.039
H: -1.37 -2.49 -0.27  0.088
H: 0.58 3.54 -0.20  0.062
H: -0.53 -3.74 -0.67  0.047
H: 0.30 1.15 -2.31  0.100
H: -2.50 1.39 0.10  0.074


Here is 4 unconnected molecules or ions with the total composition C5H17NO5 from the Open Molecules 2025 dataset. Energies are from the ωB97M-V functional and the def2-TZVPD basis.

Properties
Calculated total energy ... -17177.1654 eV
E_LUMO (spin up / spin down) ... -3.475 / -9.523 eV
⟨S²⟩ ... 0.75
Max |F| ... 0.115 Eh/bohr
2S+1 ... 2
HOMO energy (spin up / spin down) ... -14.1 / -14.1 eV
Total charge ... +1
Orbital gap (spin up / spin down) ... 10.62 / 4.57 eV
Relative energy (zero: lowest compared OMol25 entry of this formula, charge and spin) ... 54.1 kcal/mol

Last column: Löwdin charge in e.
CARTESIAN COORDINATES (ANGSTROEM)
O: 0.70 2.96 -2.41  0.013
O: 2.36 0.07 1.77  0.183
O: 2.99 -1.19 0.04  0.114
O: -0.61 -2.34 2.40  -0.016
O: -0.03 0.22 3.02  -0.039
N: -1.81 1.39 -0.76  0.359
C: -1.00 0.22 -1.18  -0.293
C: -0.01 -0.50 -0.18  -0.082
C: 2.26 -0.25 0.67  -0.530
C: 1.31 0.19 -0.39  -0.106
C: -1.97 -0.85 -1.68  -0.028
H: -0.19 2.83 -2.28  -0.037
H: -1.54 1.79 0.08  0.114
H: -2.77 1.25 -0.42  0.181
H: -2.48 -0.55 -2.67  0.131
H: -0.78 -2.72 3.23  0.030
H: -2.70 -1.02 -0.98  0.053
H: -0.27 -1.49 2.52  -0.063
H: 1.75 -0.08 -1.45  0.186
H: 1.00 2.29 -1.76  0.005
H: 0.88 0.18 2.52  0.059
H: -0.25 -0.31 0.83  0.079
H: 3.69 -1.78 0.44  0.174
H: 1.29 1.31 -0.44  0.125
H: 0.03 -1.52 -0.34  0.118
H: 0.05 1.05 3.33  -0.016
H: -0.42 0.68 -2.02  0.159
H: -1.48 -1.84 -1.91  0.127


Here is 3 unconnected molecules or ions with the total composition C5H18N2O2S from the Open Molecules 2025 dataset. Energies are from the ωB97M-V functional and the def2-TZVPD basis.

Properties
Calculated total energy ... -23384.1452 eV
E_LUMO ... 0.572 eV
Max |F| ... 0.182 Eh/bohr
HOMO energy ... -8.1 eV
Total charge ... 0
Orbital gap ... 8.63 eV
SMILES ... C[C@H](CS)NCCN.O.O
Relative energy (zero: lowest compared OMol25 entry of this formula, charge and spin) ... 75.0 kcal/mol

Last column: Löwdin charge in e.
CARTESIAN COORDINATES (ANGSTROEM)
S: 0.54 -3.14 1.62  0.656
O: 2.54 -0.61 -1.94  0.014
O: 0.89 2.85 -0.41  -0.053
N: -0.27 0.45 -2.24  -0.014
N: -0.58 -0.85 0.24  -0.090
C: -0.50 -0.51 1.73  -0.348
C: -1.80 -0.28 -0.42  -0.160
C: -1.59 0.03 -2.03  -0.238
C: 0.54 -1.50 2.45  -0.504
C: 0.14 0.96 2.03  -0.040
H: 1.59 -1.13 2.32  0.064
H: -2.70 -0.91 -0.14  0.114
H: 0.06 2.49 -0.33  -0.072
H: -0.36 1.67 1.29  0.057
H: 0.16 -0.97 -0.25  -0.020
H: -1.47 -0.69 2.14  0.111
H: 0.80 3.60 -1.10  0.111
H: 1.81 -0.28 -2.36  -0.069
H: -2.35 0.69 -2.33  0.071
H: 1.20 0.95 1.91  0.060
H: -1.86 0.76 0.10  0.101
H: 3.32 -0.29 -2.34  0.027
H: 0.08 1.02 -1.49  0.038
H: 0.86 -2.87 0.28  -0.115
H: 0.27 -0.17 -2.78  0.044
H: -1.62 -1.05 -2.50  0.142
H: -0.08 1.21 3.06  0.064
H: 0.39 -1.41 3.47  0.048


Here is 2 unconnected molecules or ions with the total composition C5H18N6 from the Open Molecules 2025 dataset. Energies are from the ωB97M-V functional and the def2-TZVPD basis.

Properties
Calculated total energy ... -14400.5036 eV
E_LUMO ... -6.794 eV
Max |F| ... 0.129 Eh/bohr
HOMO energy ... -17.4 eV
Total charge ... +2
Orbital gap ... 10.65 eV
Relative energy (zero: lowest compared OMol25 entry of this formula, charge and spin) ... 64.0 kcal/mol

Last column: Löwdin charge in e.
CARTESIAN COORDINATES (ANGSTROEM)
N: 2.41 0.71 1.07  0.195
N: 0.68 -0.44 2.21  0.188
N: -0.99 1.58 -0.97  0.040
N: -1.23 -0.33 -2.45  0.178
N: 1.55 -1.35 0.22  0.019
N: 0.73 1.10 -2.32  0.180
C: 1.61 -0.37 1.17  -0.363
C: -2.13 1.63 -0.10  -0.193
C: 1.24 -2.68 0.63  -0.087
C: -2.29 0.67 1.14  -0.050
C: -0.54 0.67 -1.79  -0.357
H: 1.81 -3.34 -0.15  0.143
H: 1.87 -1.29 -0.75  0.157
H: -1.39 0.08 1.35  0.041
H: 1.12 2.01 -2.03  0.134
H: -2.83 1.14 1.87  0.052
H: -2.99 -0.16 0.90  0.089
H: -3.07 1.65 -0.62  0.129
H: -1.93 2.51 0.53  0.132
H: 0.90 -0.26 3.20  0.156
H: 0.29 -3.10 0.46  0.072
H: 1.16 0.71 -3.04  0.040
H: 2.53 1.30 1.88  0.131
H: -0.75 2.61 -1.25  0.231
H: -1.83 -1.12 -2.10  0.154
H: 1.57 -2.99 1.64  0.116
H: 0.01 -1.14 2.26  0.076
H: 3.26 0.93 0.45  0.189
H: -0.76 -0.70 -3.41  0.209


Here is 3 unconnected molecules or ions with the total composition C5H18NO2 from the Open Molecules 2025 dataset. Energies are from the ωB97M-V functional and the def2-TZVPD basis.

Properties
Calculated total energy ... -11056.3152 eV
E_LUMO ... -3.077 eV
Max |F| ... 0.029 Eh/bohr
HOMO energy ... -14.6 eV
Total charge ... +1
Orbital gap ... 11.49 eV
Relative energy (zero: lowest compared OMol25 entry of this formula, charge and spin) ... 6.1 kcal/mol

Last column: Löwdin charge in e.
CARTESIAN COORDINATES (ANGSTROEM)
O: -0.39 0.55 -2.67  -0.052
O: -2.54 -0.57 -0.93  -0.049
N: 0.20 -1.79 -1.34  0.180
C: 0.35 0.38 1.04  -0.227
C: 0.41 -2.03 0.12  -0.155
C: 1.21 1.46 1.69  -0.243
C: 0.36 2.63 2.26  -0.088
C: 1.18 -0.90 0.80  -0.188
H: -0.68 2.31 2.37  0.068
H: 0.71 2.98 3.22  0.072
H: 0.33 3.43 1.53  0.069
H: 1.59 -1.28 1.73  0.126
H: -0.47 0.08 1.69  0.121
H: -2.34 0.32 -0.62  0.043
H: 0.78 -3.03 0.29  0.132
H: 1.67 1.00 2.56  0.106
H: 0.15 1.35 -2.79  0.085
H: 1.94 1.80 0.96  0.114
H: -1.22 0.88 -3.03  0.074
H: -0.15 -0.84 -1.58  0.074
H: -3.34 -0.53 -1.48  0.064
H: -0.05 0.68 0.07  0.089
H: -0.50 -2.43 -1.72  0.167
H: 1.07 -1.96 -1.84  0.168
H: 2.07 -0.68 0.18  0.126
H: -0.58 -2.08 0.56  0.122


Here is 3 unconnected molecules or ions with the total composition C5H18NO2 from the Open Molecules 2025 dataset. Energies are from the ωB97M-V functional and the def2-TZVPD basis.

Properties
Calculated total energy ... -11056.4286 eV
E_LUMO ... -2.906 eV
Max |F| ... 0.034 Eh/bohr
HOMO energy ... -15.2 eV
Total charge ... +1
Orbital gap ... 12.28 eV
Relative energy (zero: lowest compared OMol25 entry of this formula, charge and spin) ... 3.5 kcal/mol

Last column: Löwdin charge in e.
CARTESIAN COORDINATES (ANGSTROEM)
O: -2.00 0.42 2.89  -0.062
O: 0.47 -3.23 -0.60  -0.046
N: -0.97 -0.61 0.38  0.213
C: -0.87 1.82 -0.16  -0.011
C: 1.48 0.96 -2.09  -0.057
C: -0.48 0.43 -0.66  -0.290
C: 1.83 0.63 0.38  -0.041
C: 1.02 0.19 -0.86  -0.388
H: 1.42 2.04 -1.92  0.084
H: -1.18 1.85 0.88  0.070
H: 2.60 -0.10 0.63  0.089
H: -0.75 -1.57 0.11  0.124
H: -1.76 2.12 -0.71  0.095
H: -1.53 1.24 3.07  0.055
H: -1.01 0.10 -1.54  0.150
H: 1.21 -0.86 -1.03  0.110
H: 0.85 0.78 -2.97  0.088
H: -0.09 2.54 -0.33  0.090
H: 2.46 0.65 -2.43  0.092
H: -0.71 -0.35 1.32  0.109
H: 0.56 -3.97 0.01  0.066
H: -2.00 -0.52 0.36  0.164
H: 1.21 0.76 1.27  0.068
H: -0.15 -3.60 -1.25  0.063
H: -2.39 0.25 3.77  0.077
H: 2.36 1.57 0.23  0.089


Here is 3 unconnected molecules or ions with the total composition C5H18NO2 from the Open Molecules 2025 dataset. Energies are from the ωB97M-V functional and the def2-TZVPD basis.

Properties
Calculated total energy ... -11054.6703 eV
E_LUMO ... -3.202 eV
Max |F| ... 0.114 Eh/bohr
HOMO energy ... -14.0 eV
Total charge ... +1
Orbital gap ... 10.77 eV
Relative energy (zero: lowest compared OMol25 entry of this formula, charge and spin) ... 44.0 kcal/mol

Last column: Löwdin charge in e.
CARTESIAN COORDINATES (ANGSTROEM)
O: 0.32 -1.63 -2.57  0.005
O: 2.93 1.32 -2.19  -0.045
N: 2.04 1.05 0.31  0.191
C: -3.14 -0.40 0.43  -0.133
C: 0.56 0.90 0.91  -0.113
C: -2.49 -0.02 1.72  -0.299
C: 0.11 -0.55 0.86  -0.187
C: -1.16 -0.75 1.80  -0.222
H: 2.28 1.31 -3.03  0.170
H: 2.38 1.87 0.70  0.119
H: 2.62 0.25 0.67  0.183
H: 0.49 -2.07 -3.37  0.020
H: -0.69 -0.54 2.86  0.143
H: -3.63 -1.42 0.46  0.108
H: 0.43 1.48 1.80  0.113
H: 3.46 0.60 -2.31  0.011
H: 0.93 -1.28 1.20  0.137
H: 2.10 1.17 -0.71  0.078
H: -0.01 1.60 0.26  0.135
H: -1.47 -1.82 1.68  0.119
H: -0.10 -0.82 -0.18  0.086
H: -0.36 -1.04 -2.72  -0.009
H: -3.96 0.27 0.18  0.077
H: -2.44 -0.28 -0.35  0.043
H: -3.16 -0.34 2.61  0.144
H: -2.41 1.13 1.84  0.128


Here is 4 unconnected molecules or ions with the total composition C5H18NO5 from the Open Molecules 2025 dataset. Energies are from the ωB97M-V functional and the def2-TZVPD basis.

Properties
Calculated total energy ... -17204.8638 eV
E_LUMO ... 3.657 eV
Max |F| ... 0.067 Eh/bohr
HOMO energy ... -5.1 eV
Total charge ... -1
Orbital gap ... 8.72 eV
Relative energy (zero: lowest compared OMol25 entry of this formula, charge and spin) ... 25.6 kcal/mol

Last column: Löwdin charge in e.
CARTESIAN COORDINATES (ANGSTROEM)
O: 1.39 -2.31 1.53  -0.122
O: -0.22 -0.02 2.45  -0.131
O: 2.02 0.35 0.96  -0.387
O: 2.67 0.64 -1.56  -0.152
O: -0.08 -0.46 -3.08  -0.093
N: -0.84 1.25 -0.05  -0.088
C: -0.98 -0.92 -0.85  -0.138
C: -1.23 -0.61 1.61  -0.240
C: -1.58 0.02 0.25  -0.322
C: -1.26 -0.40 -2.30  -0.271
C: -1.21 2.40 0.78  -0.117
H: -2.10 -0.45 2.30  0.107
H: 2.78 0.82 1.33  -0.035
H: 1.98 -2.54 0.79  0.025
H: -1.47 -1.90 -0.82  0.104
H: 2.54 0.26 -0.61  -0.003
H: 0.15 1.11 -0.02  0.059
H: 0.07 -1.07 -0.63  0.096
H: -0.31 2.87 1.11  0.061
H: 2.25 1.49 -1.38  0.006
H: -1.93 3.10 0.28  0.068
H: -2.65 0.11 -0.01  0.141
H: -1.76 0.60 -2.12  0.105
H: -1.79 2.12 1.66  0.065
H: 1.65 -1.35 1.38  -0.010
H: 0.65 0.09 1.93  0.028
H: -1.10 -1.70 1.52  0.096
H: 0.68 -0.07 -2.62  0.050
H: -1.92 -0.96 -2.96  0.097


Here is 4 unconnected molecules or ions with the total composition C5H18O3 from the Open Molecules 2025 dataset. Energies are from the ωB97M-V functional and the def2-TZVPD basis.

Properties
Calculated total energy ... -11618.7031 eV
E_LUMO ... 0.517 eV
Max |F| ... 0.049 Eh/bohr
HOMO energy ... -10.7 eV
Total charge ... 0
Orbital gap ... 11.23 eV
SMILES ... CCCCC.O.O.O
Relative energy (zero: lowest compared OMol25 entry of this formula, charge and spin) ... 23.2 kcal/mol

Last column: Löwdin charge in e.
CARTESIAN COORDINATES (ANGSTROEM)
O: -1.39 2.90 -0.36  -0.076
O: 1.43 2.25 0.92  -0.072
O: 3.29 0.73 -0.15  -0.057
C: -1.08 -1.78 -0.07  -0.250
C: -0.72 -0.38 -2.26  -0.117
C: -0.13 -0.79 2.16  -0.075
C: -0.10 -1.03 -1.03  -0.265
C: -1.33 -1.01 1.19  -0.275
H: -1.64 0.22 -2.13  0.073
H: -0.44 2.78 -0.53  0.013
H: 0.76 1.81 1.45  0.005
H: -0.11 0.23 -2.90  0.056
H: -0.97 -1.27 -2.90  0.084
H: 1.76 1.61 0.27  -0.009
H: 3.52 -0.21 -0.12  0.060
H: -2.21 -1.42 1.75  0.106
H: 3.91 1.18 0.45  0.069
H: -1.54 3.27 -1.24  0.038
H: -0.45 -1.00 3.18  0.075
H: -0.72 -2.80 0.17  0.106
H: -1.72 -0.01 0.81  0.115
H: 0.48 -0.32 -0.43  0.073
H: 0.03 0.28 2.01  0.036
H: -1.95 -2.09 -0.68  0.108
H: 0.72 -1.32 1.75  0.070
H: 0.63 -1.84 -1.28  0.109


Here is 4 unconnected molecules or ions with the total composition C5H18O4 from the Open Molecules 2025 dataset. Energies are from the ωB97M-V functional and the def2-TZVPD basis.

Properties
Calculated total energy ... -13662.8855 eV
E_LUMO ... 0.299 eV
Max |F| ... 0.079 Eh/bohr
HOMO energy ... -8.5 eV
Total charge ... 0
Orbital gap ... 8.84 eV
SMILES ... CCO.CCO.CO.O
Relative energy (zero: lowest compared OMol25 entry of this formula, charge and spin) ... 90.1 kcal/mol

Last column: Löwdin charge in e.
CARTESIAN COORDINATES (ANGSTROEM)
O: -6.48 15.28 -12.59  -0.137
O: -4.88 13.94 -12.94  -0.012
O: -2.25 14.33 -14.26  -0.085
O: -3.22 11.83 -12.84  -0.155
C: -7.50 14.29 -12.26  -0.303
C: -2.44 13.23 -16.42  -0.062
C: -2.60 13.05 -14.91  -0.282
C: -4.07 10.96 -13.51  -0.182
C: -7.16 13.30 -11.20  -0.106
H: -6.81 12.30 -11.47  0.059
H: -8.12 13.08 -10.73  0.068
H: -5.60 14.96 -12.39  -0.039
H: -7.94 13.88 -13.17  0.104
H: -8.34 14.90 -11.96  0.100
H: -2.30 14.39 -13.30  0.068
H: -3.80 10.46 -14.44  0.100
H: -1.44 13.52 -16.74  0.074
H: -4.63 13.08 -13.26  0.021
H: -4.43 10.21 -12.81  0.094
H: -6.52 13.64 -10.39  0.082
H: -3.59 12.73 -14.59  0.059
H: -5.04 11.39 -13.76  0.091
H: -4.09 14.47 -13.04  0.066
H: -2.43 11.38 -12.55  0.117
H: -1.82 12.36 -14.57  0.109
H: -2.73 12.42 -17.10  0.074
H: -3.10 14.09 -16.59  0.077